# 1
65
Properties=species:S:1:pos:R:3:forces:R:3 method="wB97M-V/def2-TZVPD" e_homo_ev=-5.49 total_charge=-1 gap_ev=7.778
Tl 0.8495 0.6762 -0.5596 0.016 -0.013 -0.076
N 1.3743 -2.3382 1.2975 0.016 0.010 -0.033
C 1.1926 -2.0034 2.7061 -0.045 -0.032 0.049
C 0.3493 -0.7507 2.8863 0.060 0.052 0.026
N 0.9043 0.4249 2.2299 -0.019 0.020 -0.020
C 2.1331 0.9337 2.8349 -0.025 -0.041 0.102
C 3.3889 0.5991 2.0451 0.030 0.019 0.005
N 3.3944 1.3290 0.7790 0.052 0.104 0.045
H 0.4698 -2.5003 0.8648 0.009 0.001 0.035
H 1.8781 -3.2135 1.2154 0.004 0.002 -0.015
H 2.1775 -1.8442 3.1557 0.006 -0.011 -0.010
H 0.7086 -2.8036 3.2827 0.001 0.013 -0.008
H 0.2277 -0.5892 3.9701 -0.008 0.000 -0.011
H -0.6457 -0.9288 2.4771 -0.035 -0.023 -0.022
H 0.2235 1.1727 2.1866 0.002 0.003 0.029
H 2.2428 0.5390 3.8555 0.008 0.000 -0.016
H 2.0517 2.0194 2.9134 0.015 0.010 -0.033
H 3.4095 -0.4712 1.8281 0.012 -0.010 -0.014
H 4.2571 0.8341 2.6785 -0.015 0.000 0.000
H 4.3055 1.3028 0.3391 -0.016 -0.041 -0.010
H 3.1444 2.3026 0.9351 -0.019 -0.015 -0.033
O -1.5174 -6.3700 0.2610 -0.032 0.012 -0.047
C -2.0870 -5.4205 0.8292 0.102 -0.082 0.128
O -2.8190 -5.3960 1.8361 -0.042 0.027 -0.044
C -1.8051 -4.0327 0.2029 -0.046 0.100 -0.041
C -2.3434 -2.8776 0.7548 0.006 -0.119 0.060
C -2.0311 -1.6431 0.2005 0.047 0.127 -0.022
N -1.2129 -1.5129 -0.8447 -0.111 -0.100 -0.047
C -0.7071 -2.6189 -1.3866 0.119 0.058 -0.066
C -0.9802 -3.8938 -0.9022 0.012 0.035 -0.017
C 0.2377 -2.4054 -2.5248 -0.133 -0.056 0.037
C 1.3679 -3.2104 -2.6625 -0.012 0.024 0.008
C 2.2402 -2.9663 -3.7067 -0.004 0.018 -0.020
C 1.9570 -1.9313 -4.5849 0.036 -0.048 0.010
C 0.8062 -1.1909 -4.3692 -0.046 0.032 0.019
N -0.0411 -1.4111 -3.3691 0.067 -0.013 -0.041
C -2.5409 -0.3614 0.7793 0.011 -0.089 -0.123
C -3.6570 -0.3331 1.6136 -0.011 -0.036 -0.036
C -4.0659 0.8751 2.1456 -0.003 0.061 0.010
C -3.3527 2.0228 1.8358 -0.036 -0.034 0.002
C -2.2596 1.9047 0.9922 0.074 0.026 -0.095
N -1.8630 0.7467 0.4667 -0.024 0.042 0.298
H -2.9652 -2.9999 1.6316 -0.012 0.027 0.002
H -0.5676 -4.7868 -1.3525 -0.006 -0.024 0.014
H 1.5608 -3.9954 -1.9444 -0.002 -0.007 0.003
H 3.1316 -3.5684 -3.8301 0.001 -0.004 0.006
H 2.6110 -1.7006 -5.4150 -0.001 0.011 -0.002
H 0.5500 -0.3722 -5.0342 0.001 -0.001 -0.008
H -4.1983 -1.2422 1.8322 0.013 -0.016 -0.007
H -4.9316 0.9187 2.7946 0.001 0.002 0.004
H -3.6300 2.9882 2.2365 0.006 0.006 -0.001
H -1.6476 2.7606 0.7315 -0.001 0.002 0.003
O 1.8295 4.9024 0.6415 0.037 0.009 0.013
C 1.0494 4.0168 0.2766 -0.090 -0.002 -0.070
O 0.8018 2.9156 0.8415 -0.027 -0.020 0.031
C 0.2841 4.2784 -1.0350 0.076 0.032 0.036
C 0.2777 5.5553 -1.5895 -0.019 -0.006 -0.025
C -0.4169 5.7679 -2.7663 -0.005 -0.001 0.000
C -1.0640 4.6963 -3.3682 0.020 0.003 0.021
C -0.9871 3.4576 -2.7527 -0.045 0.007 -0.032
N -0.3418 3.2526 -1.6079 0.031 -0.056 0.045
H 0.8222 6.3374 -1.0805 0.000 -0.001 0.007
H -0.4521 6.7535 -3.2148 0.004 -0.003 -0.005
H -1.6130 4.8132 -4.2931 -0.001 0.002 -0.002
H -1.4650 2.5866 -3.1905 -0.007 0.003 0.003

# 2
65
Properties=species:S:1:pos:R:3:forces:R:3 method="wB97M-V/def2-TZVPD" e_homo_ev=-3.73 total_charge=-1 gap_ev=4.133
C -3.6013 4.7667 4.3835 0.599 0.658 0.654
C -4.1105 4.1318 3.1752 -1.455 -0.721 -1.578
C -5.3311 4.2277 2.5202 1.328 -0.139 0.659
C -5.2839 3.2437 1.4840 1.226 -0.609 -0.304
C -4.0379 2.5897 1.5512 -2.178 -0.345 0.575
B -3.4601 1.0728 1.1251 -1.388 3.068 0.602
O -3.1311 0.3651 2.4065 0.246 -0.510 -0.810
C -2.5929 -0.8986 2.0807 -0.229 0.101 -0.932
C -2.4569 -1.0155 0.5289 -0.268 0.986 0.344
C -1.6595 -2.2355 0.1508 -0.133 -0.001 -0.254
C -1.6710 0.2534 0.0207 -0.492 -0.863 -0.678
O -2.2885 1.4410 0.3586 0.292 -0.631 0.154
C -3.9079 -0.9115 -0.0488 0.375 0.162 0.374
O -4.4708 0.3554 0.2890 1.010 -0.787 0.232
O -3.3266 3.1735 2.5738 -0.982 0.704 0.499
H -4.4265 5.1500 4.9979 0.169 -0.127 -0.148
H -3.0214 4.0444 4.9751 -0.102 0.244 -0.080
H -2.9560 5.6240 4.1346 0.048 -0.167 0.248
H -6.1601 4.8886 2.8000 0.477 -0.322 -0.159
H -6.0804 3.0507 0.7661 0.355 -0.191 0.257
H -1.5845 -1.0804 2.5027 -0.246 0.239 0.217
H -3.2795 -1.6975 2.4279 0.278 0.014 0.038
H -1.6365 -2.3602 -0.9351 0.017 0.002 0.036
H -0.6321 -2.0490 0.4897 -0.068 -0.423 -0.053
H -2.0567 -3.1575 0.5862 0.073 0.013 0.138
H -0.6362 0.2427 0.4185 0.097 -0.283 0.161
H -1.5439 0.2231 -1.0800 -1.010 -0.513 1.310
H -3.8919 -1.0703 -1.1460 0.001 0.142 0.209
H -4.5244 -1.7111 0.4042 0.109 -0.009 -0.167
C 2.3661 -6.1358 -1.1035 0.171 0.458 -0.065
C 1.0545 -5.7294 -0.8402 -0.119 0.079 -0.258
C 0.4379 -4.7506 -1.6355 0.289 0.003 0.032
C 1.1595 -4.0799 -2.6391 0.325 -0.575 0.396
C 0.5691 -2.8802 -3.3417 -0.191 0.307 0.035
O 0.3094 -1.7814 -2.3926 0.194 0.810 -0.251
C 0.7390 -0.5381 -2.6938 2.883 -0.305 0.067
N 0.0371 0.4649 -1.8984 -0.098 0.705 -3.874
N 0.2227 1.6696 -2.1963 -0.358 -1.214 3.179
C 1.5107 2.2553 -2.2461 0.430 1.356 -2.723
O 1.6043 3.3535 -2.7972 0.702 -2.199 1.380
O 2.4280 1.5030 -1.6269 -0.253 0.937 -0.535
C 3.8334 1.8709 -1.8042 -0.633 -0.074 0.188
C 4.3254 2.0364 -0.4087 0.593 0.104 0.288
C 4.1190 3.2468 0.2521 0.099 -0.166 0.043
C 4.4068 3.3489 1.6111 0.066 -0.061 -0.014
C 4.9032 2.2411 2.3120 0.109 0.017 -0.615
C 5.1806 1.0525 1.6233 0.053 0.158 0.067
C 4.8961 0.9545 0.2632 -0.242 0.178 -0.064
O 1.5672 -0.2404 -3.5393 -1.425 -0.796 0.376
C 2.4488 -4.5530 -2.9463 -0.029 0.276 0.312
C 3.0657 -5.5416 -2.1637 -0.433 -0.093 -0.152
H 2.8604 -6.8847 -0.4699 -0.290 0.362 -0.319
H 0.5101 -6.1618 0.0049 0.116 0.077 -0.426
H -0.6164 -4.5076 -1.4871 0.382 0.138 0.228
H 1.2211 -2.5091 -4.1387 -0.158 -0.091 0.166
H -0.4288 -3.1154 -3.7277 0.221 0.040 -0.088
H 4.2575 0.9924 -2.2956 0.149 0.264 -0.090
H 3.9065 2.7804 -2.4183 -0.061 -0.382 0.197
H 3.7255 4.0871 -0.3259 0.042 -0.174 0.345
H 4.2553 4.3063 2.1109 -0.022 -0.333 -0.008
H 5.1094 2.3181 3.3739 -0.012 -0.013 -0.100
H 5.6376 0.2041 2.1357 -0.228 0.256 -0.046
H 5.0700 0.0364 -0.3058 0.011 0.206 0.356
H 2.9762 -4.1196 -3.8022 -0.042 -0.036 0.422
H 4.0913 -5.8508 -2.3834 -0.391 0.086 0.010

# 3
62
Properties=species:S:1:pos:R:3:forces:R:3 method="wB97M-V/def2-TZVPD" e_homo_ev=-6.81 total_charge=0 gap_ev=6.943
Bi -0.9645 -0.5916 -0.4075 1.910 -0.190 0.050
C -0.9755 0.1054 4.6525 -0.099 0.492 1.826
C -1.0461 -0.4827 3.4161 0.194 -0.212 -2.225
N -0.5576 0.0459 2.2786 -0.610 -0.473 1.324
C 0.0619 1.2315 2.4023 0.601 0.740 1.172
C 0.2283 1.9017 3.6901 0.145 -0.178 -1.251
C -0.3332 1.3116 4.8391 -0.311 -0.469 -1.418
C 0.9889 3.0916 3.7307 0.050 0.622 1.005
C 1.6312 3.5859 2.6207 -0.652 -0.277 0.604
C 1.4956 2.9504 1.3925 -0.343 -0.498 -0.916
C 0.7007 1.8009 1.2502 0.781 -0.293 -1.114
N 0.6161 1.1065 0.0594 -1.220 -0.936 1.137
C 1.3951 1.3907 -1.0308 1.264 1.502 -1.529
C 1.0254 2.4272 -1.8967 -0.416 -0.982 1.290
C 1.7028 2.6783 -3.0754 1.547 -0.613 -1.300
C 2.8362 1.9192 -3.4255 -0.765 1.223 0.136
C 3.3486 0.9273 -2.5545 -0.971 -0.075 0.916
C 4.5016 0.1449 -2.7833 0.233 -0.185 0.428
C 4.8242 -0.8645 -1.8900 0.622 0.512 -1.272
C 4.0127 -1.0697 -0.7880 -0.605 -0.415 1.406
N 2.9651 -0.3250 -0.4901 0.478 -0.833 0.360
C 2.6180 0.6504 -1.3294 -0.794 0.713 -0.993
H -1.4441 -0.4208 5.4898 0.223 0.213 -0.245
H -1.5295 -1.4441 3.3267 -0.073 -0.137 -0.156
H -0.2645 1.8222 5.7779 0.032 0.020 0.443
H 1.0423 3.6207 4.7009 0.120 -0.337 -0.642
H 2.2088 4.4888 2.7126 0.186 0.168 -0.071
H 1.9875 3.3435 0.4941 -0.145 -0.189 0.496
H 0.1423 3.0146 -1.6279 0.226 -0.213 -0.110
H 1.3073 3.4553 -3.7412 0.401 -0.353 0.168
H 3.3584 2.1463 -4.3556 -0.108 -0.153 0.181
H 5.1582 0.3805 -3.6182 -0.211 -0.157 -0.013
H 5.7152 -1.4824 -2.0342 -0.341 0.229 0.001
H 4.2478 -1.8869 -0.0707 -0.188 0.616 -0.526
C 1.5997 -4.7653 -0.9741 1.259 0.243 0.052
C 0.9469 -3.4394 -1.2066 -0.327 1.217 -2.138
S 0.3373 -2.7073 0.2319 -0.860 0.573 0.954
C 0.8891 -2.8380 -2.4536 0.023 -1.434 2.208
C 1.6414 -3.4760 -3.5985 0.412 0.176 0.159
S -0.0450 -1.3961 -2.7533 -0.239 0.520 0.092
H 1.0395 -5.4235 -0.2997 0.126 0.217 -0.191
H 2.6398 -4.6276 -0.5873 -0.724 -0.117 0.113
H 1.7602 -5.2246 -1.9410 -0.215 -0.499 0.024
H 2.7209 -3.4205 -3.3640 -0.309 0.101 -0.338
H 1.4490 -2.9635 -4.5439 0.035 -0.208 0.111
H 1.4220 -4.5501 -3.6736 -0.191 0.370 -0.281
C -4.1064 -2.8963 -0.8815 0.363 0.876 -0.844
Se -3.9913 -1.6092 0.6201 -0.543 -0.016 -0.774
C -4.8944 -0.1347 -0.3892 1.299 -0.331 -0.362
C -4.9947 1.1254 0.4433 -0.556 0.893 0.655
Se -3.2013 1.8631 0.9772 -0.358 -0.306 -0.355
C -3.6156 2.9821 2.5300 -0.205 -1.085 0.391
H -3.5317 -2.4998 -1.7868 -0.814 -0.473 1.228
H -5.1661 -3.0704 -1.1340 0.563 0.041 0.101
H -3.6250 -3.8087 -0.5491 -0.033 -0.114 0.032
H -5.8553 -0.5342 -0.7032 -0.185 0.174 0.177
H -4.3007 0.0325 -1.3249 -0.360 -0.069 0.754
H -5.5804 0.9533 1.3770 0.457 0.061 -0.646
H -5.5095 1.9228 -0.1352 0.294 -0.529 0.341
H -3.8778 2.3440 3.4034 0.274 0.516 -0.602
H -4.4382 3.6223 2.2746 -0.304 0.403 -0.015
H -2.7176 3.5659 2.7266 -0.047 -0.081 -0.005

Table of lowest unoccupied orbital energy (eV), in record order: 2.287 0.404 0.138
Table of energy above the lowest of the compared OMol25 structures with the same formula, charge and spin (eV), in record order: 0.000 2.260 0.567
Table of energy (eV), in record order: -50718.7301 -47452.1259 -190089.4305